Here is a 7-piece molecular cluster, H14O7 overall at a distorted geometry from the Open Molecules 2025 dataset. Energies are from ωB97M-V with the def2-TZVPD basis set.

Results
- SMILES string = O.O.O.O.O.O.O
- largest force on an atom (eV Å⁻¹) = 2.4

Geometry as XYZ:
```
21
Properties=species:S:1:pos:R:3:forces:R:3
H 24.24100 -1.46400 9.06400 -0.015 -0.146 0.224
H 24.20000 -2.40400 7.82600 -0.015 -0.040 0.418
H 26.75400 -0.35900 12.08800 0.566 0.490 0.201
O 27.41100 -3.76700 5.84000 -1.571 -0.817 -1.291
H 25.26700 2.64100 7.85800 0.919 0.078 0.366
H 26.45300 0.20800 6.28500 0.226 0.334 -1.632
H 25.11500 -3.81100 9.39000 -0.154 0.049 0.199
O 26.18800 2.42700 8.12300 -1.204 0.805 -0.189
O 27.38800 -2.10400 8.64300 1.214 1.414 -0.581
H 24.65700 -4.98400 10.26500 1.396 0.495 -0.852
H 26.57900 -1.14000 10.78200 0.719 -0.182 -0.735
O 24.52300 -2.32800 8.73900 -0.424 0.535 -0.833
O 26.28500 -0.08100 7.15800 2.043 0.153 1.035
H 26.54200 -2.52300 8.69400 -0.758 -0.234 -0.017
H 27.96600 -3.39900 6.48700 1.219 0.828 1.540
H 27.26700 -1.29900 8.06600 -0.023 -1.351 0.881
H 26.27700 1.51800 7.83000 0.286 -0.306 0.139
O 25.43300 -4.65100 9.73200 -1.205 -1.024 0.920
O 26.19200 -0.96600 11.62900 -1.222 -0.390 0.369
H 26.67200 -4.13500 6.34500 0.320 0.002 -0.147
H 25.39700 -0.31300 7.23000 -2.316 -0.692 -0.015
```
Forces are in eV/Å.

=====

Here is a 7-piece molecular cluster, H14O7 overall from the Open Molecules 2025 dataset. Energies are from ωB97M-V with the def2-TZVPD basis set.

Results
- SMILES string = O.O.O.O.O.O.O
- largest force on an atom (eV Å⁻¹) = 0.4

Geometry as XYZ:
```
21
Properties=species:S:1:pos:R:3:forces:R:3
H 7.13708 -3.96412 18.61379 0.278 -0.046 0.059
O 10.54845 1.43163 24.07604 0.048 -0.055 0.224
O 7.92643 0.60575 21.16854 0.071 0.280 0.200
H 6.51835 5.38294 18.78666 0.097 0.054 -0.226
H 4.49381 -0.07618 23.32393 0.138 0.129 -0.203
H 10.86114 -2.48366 19.32283 0.196 0.067 -0.174
O 4.17972 -0.70781 23.97094 -0.119 -0.216 -0.049
O 6.26198 5.35217 19.70838 0.008 0.162 0.138
H 9.82930 1.45070 23.44463 -0.317 0.016 -0.168
H 3.97854 0.41598 18.87747 -0.046 0.185 -0.170
O 6.20734 -3.81628 18.44070 -0.165 -0.184 -0.085
O 10.04840 -2.71967 19.77001 -0.280 0.132 -0.053
H 11.33982 1.48374 23.54008 0.214 0.038 -0.088
H 4.15604 -0.21779 24.79286 -0.004 0.086 0.233
H 5.80839 4.51465 19.80348 -0.094 -0.210 0.092
H 6.09047 -2.87227 18.54763 -0.114 0.280 0.049
O 4.22893 -0.34857 19.39612 0.336 -0.022 0.045
H 3.40067 -0.69529 19.72777 -0.197 -0.184 0.140
H 8.65612 0.02247 20.95983 0.196 -0.247 -0.078
H 7.21014 0.30325 20.61029 -0.267 -0.105 -0.123
H 10.33107 -3.23520 20.52536 0.022 -0.160 0.237
```
Forces are in eV/Å.

=====

Here is a 7-piece molecular cluster, H14O7 overall at a distorted geometry from the Open Molecules 2025 dataset. Energies are from ωB97M-V with the def2-TZVPD basis set.

Results
- SMILES string = O.O.O.O.O.O.O
- largest force on an atom (eV Å⁻¹) = 1.5

Geometry as XYZ:
```
21
Properties=species:S:1:pos:R:3:forces:R:3
O 2.01983 0.11916 -0.67766 0.241 -0.465 0.075
H -0.55990 2.52337 -0.77576 0.267 0.091 -0.154
H 1.28286 -0.48956 -0.92161 0.143 0.720 0.047
H 2.88684 2.69147 1.38645 0.103 -0.370 -0.124
O -1.29171 -3.31108 0.23772 0.152 -0.116 0.020
H -1.85173 1.14419 0.11163 -0.229 -0.268 -0.132
H 0.51206 2.44391 0.34532 -0.011 -0.153 -0.237
H -1.26645 -0.71230 1.17911 -0.076 0.194 -0.195
O 2.63975 2.42516 0.49435 -0.254 0.404 0.067
H 0.17989 -0.28953 1.25784 0.110 -0.065 -0.097
H 2.70083 1.45925 0.38384 -0.196 0.207 0.177
O -0.41432 2.23397 0.12684 0.005 0.156 0.340
H -0.41957 -1.85469 -1.20593 0.258 0.025 0.365
O -2.43072 0.43816 -0.24833 0.060 0.025 0.194
H -0.65067 -4.02518 0.30846 -0.072 -0.136 -0.100
H -1.09595 -2.77534 1.02146 0.124 0.202 -0.183
H 2.69913 -0.03774 -1.33613 0.108 -0.019 -0.089
O -0.16922 -0.95460 -1.48034 -0.806 -1.193 -0.440
H -1.01799 -0.66547 -1.83464 0.095 0.639 0.101
H -3.32914 0.60616 0.05269 0.109 0.117 0.017
O -0.42380 -0.96930 1.57472 -0.132 0.005 0.348
```
Forces are in eV/Å.

=====

E_LUMO / eV: -0.6236, 0.0968, 0.5651
Orbital gap / eV: 10.5, 11.4, 11.6